The following is a DFT calculation (the ωB97M-V functional and the def2-TZVPD basis) of 5 unconnected molecules or ions with the total composition C48H73I2NO17S4 in a non-equilibrium geometry.

Summary:
Total energy   -146793.1149 eV
Lowest unoccupied orbital energy   -0.8879 eV
Highest occupied orbital energy   -0.3046 Ha
2S+1   1
Kohn-Sham gap   7.4012 eV

Structure (XYZ):
```
145
Properties=species:S:1:pos:R:3:forces:R:3
C 11.49385 4.06779 3.14163 -0.785 1.147 -0.037
O 11.05565 3.05939 2.22660 0.759 -0.390 1.211
C 11.79196 1.85785 2.48872 0.978 -0.441 -1.601
C 11.43818 0.75113 1.41681 -0.874 -0.089 1.940
C 10.05022 0.06229 1.82240 0.423 0.594 -1.215
C 9.20482 -0.37145 0.54613 -0.519 -1.045 1.044
C 8.50433 -1.77538 0.89963 0.774 0.566 -0.724
C 7.07252 -1.94102 0.25119 0.336 -0.953 0.146
C 5.90236 -2.12734 1.25672 -2.156 -0.210 1.950
C 6.13616 -2.81785 2.52437 -0.509 0.145 0.038
C 5.13437 -3.05646 3.54646 -1.279 1.331 -2.685
C 3.76995 -2.59509 3.24146 1.141 -0.243 -0.117
C 3.42644 -1.92156 1.97474 1.834 -0.657 0.976
C 4.50824 -1.67783 1.00844 1.091 -0.388 0.052
C 4.24565 -0.92800 -0.34289 -0.994 -0.357 1.335
C 3.61153 -1.82244 -1.46361 -0.442 1.499 -0.429
O 3.09734 -1.24289 -2.39572 0.428 -0.742 0.405
C 1.95011 -1.50820 1.72179 0.400 -0.531 1.207
O 1.54101 -1.28844 0.60397 0.209 0.032 0.546
C 1.02653 -1.44702 2.97970 -1.306 0.088 2.112
C -0.27735 -0.75906 2.97900 0.142 -0.315 0.649
C -0.87369 -0.07118 1.71017 -0.763 -0.302 0.294
C -1.52868 -1.12248 0.71550 0.123 -0.080 0.208
C -2.62534 -0.49274 -0.24047 0.813 -0.875 -1.061
N -2.66607 0.99630 -0.25945 -1.421 -1.108 0.376
C -4.11004 1.37755 -0.13694 0.913 1.358 0.781
C -4.16566 2.91762 0.16078 -0.361 -0.191 -0.419
C -3.61542 3.37123 1.43499 -1.172 2.168 -1.597
C -3.70004 4.79517 1.73770 -0.656 -1.301 -1.681
C -4.32164 5.68014 0.75764 0.054 -0.900 -0.586
C -4.83963 5.22671 -0.52589 0.743 -2.156 0.985
C -4.76280 3.78866 -0.84387 0.769 1.481 2.838
O -5.24080 3.29648 -2.06053 0.025 0.235 0.809
C -1.11009 -0.69803 4.19371 1.924 -1.242 0.174
C -0.69032 -1.30199 5.47551 0.706 -0.033 -2.457
C -1.59704 -1.19079 6.73724 1.104 0.185 0.058
I -2.42513 0.85401 6.80050 -0.118 -0.602 0.011
C -0.85261 -1.38834 8.11382 -1.243 -0.612 0.380
C -0.50882 -2.89483 8.45818 1.073 0.205 0.386
I 0.87136 -0.04982 8.36756 -0.581 -0.540 -0.031
C 0.58586 -2.00778 5.46223 -0.698 0.743 -1.233
C 1.40279 -2.08163 4.26230 -0.757 0.648 -0.458
C 2.72473 -2.86993 4.36274 -0.437 0.926 -0.891
O 2.93332 -3.62928 5.28485 0.144 0.394 -0.539
H 10.65831 4.82158 3.20212 0.824 -0.716 -0.002
H 12.39693 4.62551 2.77599 -0.532 -0.697 0.222
H 11.68592 3.68890 4.17892 -0.147 0.084 -0.871
H 12.89494 2.07627 2.35011 -0.926 -0.078 0.380
H 11.63413 1.49624 3.54052 -0.032 0.230 -0.834
H 11.41150 1.15044 0.37574 0.243 -0.216 0.941
H 12.22502 -0.04520 1.55003 -0.634 0.850 -0.600
H 9.39272 0.74307 2.41993 0.734 -0.393 -0.386
H 10.32483 -0.79993 2.48104 -0.494 0.503 -0.665
H 9.82842 -0.47223 -0.37684 -0.398 0.090 0.804
H 8.38309 0.36250 0.32591 0.908 -0.407 0.289
H 9.19772 -2.57073 0.49848 -0.791 0.641 0.541
H 8.53457 -1.85425 2.01170 -0.433 -0.045 -0.929
H 7.10922 -2.89025 -0.36383 -0.203 0.968 0.494
H 6.93735 -1.11146 -0.48285 -0.190 -0.646 0.759
H 7.17337 -3.19066 2.72313 -1.118 0.391 -0.172
H 5.32788 -3.58030 4.51279 -0.117 0.570 -1.096
H 5.13030 -0.37275 -0.73392 -0.600 -0.743 0.302
H 3.47046 -0.14311 -0.10827 0.725 -0.816 -0.609
H 3.56515 -2.94580 -1.44477 0.360 0.637 0.503
H -1.73276 0.57452 2.05552 0.988 -0.546 -0.271
H -0.15446 0.61726 1.20365 -0.478 -0.748 0.374
H -1.98148 -1.93097 1.35741 0.245 0.774 -0.664
H -0.77461 -1.63559 0.06748 -0.426 0.589 0.811
H -3.62463 -0.97012 -0.03254 0.924 0.774 -0.055
H -2.37344 -0.81928 -1.29529 -0.290 0.046 1.100
H -2.28440 1.32668 -1.14567 -0.284 0.002 0.311
H -4.68974 1.07177 -1.04753 0.229 0.305 0.919
H -4.47924 0.86796 0.79751 0.148 0.307 -1.137
H -3.15069 2.65693 2.15346 -0.491 0.609 -0.821
H -3.29870 5.15515 2.71468 -0.477 -0.111 -1.076
H -4.40598 6.77188 0.97213 0.127 -1.072 -0.103
H -5.32093 5.88142 -1.28637 0.490 -0.357 0.931
H -6.05045 2.77349 -1.91700 0.423 0.368 0.052
H -2.09497 -0.17103 4.12291 1.140 -0.528 0.068
H -2.48746 -1.87965 6.71103 0.922 0.719 -0.074
H -1.57294 -1.04483 8.90726 0.860 -0.134 -0.883
H -0.82620 -3.13127 9.51292 0.108 0.241 -1.157
H 0.61109 -3.03136 8.46376 -1.170 -0.015 -0.147
H -0.93713 -3.64076 7.74475 0.163 0.741 0.539
H 0.97476 -2.49170 6.38315 -0.291 0.383 -0.964
C -6.73188 -2.70479 -2.93211 0.306 0.195 0.180
C -7.43411 -3.84461 -2.21885 -0.455 0.700 -0.484
O -6.49373 -4.80013 -1.70509 0.344 -0.261 0.586
S -5.71126 -4.44709 -0.35063 -0.139 -0.635 -0.495
C -5.08814 -6.06868 -0.03028 -0.026 -0.099 -0.075
O -6.66500 -4.10741 0.66521 0.227 0.294 -0.164
O -4.60817 -3.58704 -0.66379 -0.236 0.133 0.291
H -6.16392 -2.09271 -2.22880 -0.017 -0.030 -0.026
H -7.45531 -2.06177 -3.43247 -0.048 -0.128 0.060
H -6.02503 -3.08811 -3.67102 -0.094 -0.030 -0.007
H -8.08290 -3.47250 -1.42230 0.154 -0.115 0.103
H -8.06820 -4.37630 -2.92661 0.191 -0.219 0.170
H -5.92648 -6.73793 0.15136 0.016 0.067 -0.023
H -4.45282 -6.01300 0.85248 -0.047 0.123 -0.035
H -4.50592 -6.39753 -0.88891 -0.032 0.060 0.027
C 15.06604 0.02803 -4.65207 -0.221 -0.219 0.015
C 14.86827 1.31954 -3.88152 0.761 -0.491 -0.005
O 13.56192 1.86816 -4.09340 -0.546 0.116 0.230
S 12.32495 1.22190 -3.29969 -0.002 0.633 -0.454
C 11.16219 2.51199 -3.62068 0.059 0.116 -0.059
O 12.62771 1.20746 -1.89753 0.051 -0.349 -0.204
O 11.89872 0.03996 -3.98818 0.128 -0.010 0.392
H 14.43399 -0.76733 -4.25415 0.045 0.036 -0.004
H 16.10474 -0.30111 -4.58860 -0.012 0.098 0.012
H 14.79768 0.15977 -5.70180 0.086 0.054 0.042
H 15.05705 1.17587 -2.81473 -0.205 0.053 -0.008
H 15.58104 2.06531 -4.23628 -0.302 0.170 0.000
H 11.51203 3.42680 -3.14680 0.013 -0.068 -0.010
H 10.20524 2.21080 -3.19680 0.096 -0.098 0.023
H 11.06931 2.64162 -4.69722 0.029 -0.049 0.049
C -10.82422 5.66488 -3.57240 0.209 -0.227 -0.022
C -10.76513 6.61775 -2.39359 -0.105 0.247 -0.864
O -10.60336 5.91791 -1.15436 0.352 -0.163 0.449
S -9.14168 5.37440 -0.77034 -0.536 0.049 0.508
C -9.47726 5.02434 0.92752 -0.129 0.014 0.047
O -8.20751 6.45985 -0.84181 -0.044 -0.270 -0.366
O -8.91324 4.13533 -1.45507 0.262 0.307 -0.072
H -9.86245 5.17403 -3.72901 -0.039 0.043 -0.002
H -11.08333 6.20167 -4.48675 -0.031 0.045 0.083
H -11.56307 4.88056 -3.39828 -0.031 0.102 -0.011
H -9.97211 7.35837 -2.52379 0.062 -0.109 0.171
H -11.70663 7.16428 -2.32257 0.053 -0.111 0.323
H -9.70814 5.95604 1.43966 0.017 -0.028 -0.066
H -8.58462 4.57008 1.35609 0.034 0.038 -0.144
H -10.31382 4.33049 0.98482 0.044 0.029 -0.049
C -13.24124 -3.21463 -5.27959 0.043 0.243 0.196
C -12.01568 -3.91467 -5.83516 -0.743 -0.424 0.348
O -11.05030 -2.97899 -6.33149 0.569 0.254 0.098
S -10.11609 -2.21331 -5.27469 -0.039 0.058 -0.861
C -8.94039 -1.58906 -6.43547 0.002 -0.074 -0.112
O -9.47026 -3.18270 -4.43509 -0.428 0.178 0.076
O -10.84454 -1.11036 -4.72428 0.163 -0.324 0.260
H -12.99848 -2.65819 -4.37302 -0.015 -0.046 -0.032
H -14.01861 -3.94012 -5.03364 0.065 -0.031 -0.071
H -13.63769 -2.49890 -6.00197 -0.002 -0.108 -0.023
H -11.56487 -4.57352 -5.08883 0.150 0.144 -0.037
H -12.30777 -4.53928 -6.68045 0.277 0.176 -0.120
H -8.42355 -2.42731 -6.89827 -0.049 0.020 0.041
H -8.23300 -0.96523 -5.89057 -0.094 -0.043 0.081
H -9.46460 -0.99471 -7.18122 -0.015 -0.031 0.070
```
Forces are in eV/Å.